Record 1
Below is a molecular structure, C41H57N6O7P2Zr, with properties calculated with ωB97M-V/def2-TZVPD.

* orbital gap: 6.014 eV
* net charge: +1
* spin multiplicity: 1
* F_max: 3.1 eV/Å

Each line ends with the Löwdin charge.
CARTESIAN COORDINATES (ANGSTROEM)
Zr: -0.35 -2.07 -0.03  1.939
C: -2.63 2.66 -2.97  -0.134
C: -1.18 2.74 -3.46  -0.555
C: -1.08 2.96 -4.99  -0.126
P: -0.18 1.39 -2.59  1.095
C: 1.61 1.39 -3.24  -0.548
C: 2.12 2.82 -3.37  -0.128
C: 2.06 0.47 -4.42  -0.109
C: -0.94 -0.14 -3.31  -0.298
C: -1.14 -0.23 -4.68  -0.093
C: -1.86 -1.27 -5.25  -0.059
C: -2.39 -2.30 -4.48  -0.068
C: -2.16 -2.28 -3.12  -0.055
C: -1.56 -1.15 -2.51  -0.339
N: -1.70 -0.86 -1.12  -0.190
C: -2.92 -0.49 -0.57  -0.325
C: -4.13 -0.38 -1.29  -0.026
C: -5.33 -0.25 -0.64  -0.067
C: -5.43 -0.44 0.75  -0.075
C: -4.25 -0.64 1.45  -0.121
C: -3.03 -0.31 0.84  -0.351
P: -1.69 0.58 1.78  1.124
C: -2.05 2.34 1.17  -0.517
C: -3.42 2.91 1.47  -0.112
C: -0.90 3.32 1.48  -0.117
C: -2.03 0.36 3.58  -0.426
C: -3.17 1.18 4.20  -0.090
C: -0.75 0.49 4.45  -0.507
H: -3.00 3.69 -2.87  0.089
H: -2.83 2.17 -1.99  0.044
H: -3.26 2.05 -3.65  0.078
H: -0.72 3.64 -3.01  0.092
H: -2.01 2.64 -5.51  0.082
H: -0.19 2.48 -5.47  0.059
H: -0.93 4.05 -5.20  0.088
H: 2.08 0.95 -2.35  0.063
H: 1.51 3.45 -4.03  0.059
H: 3.18 2.89 -3.70  0.092
H: 2.05 3.39 -2.45  0.064
H: 1.68 0.94 -5.34  0.066
H: 1.73 -0.56 -4.34  0.048
H: 3.20 0.50 -4.45  0.102
H: -0.71 0.52 -5.38  0.094
H: -2.04 -1.18 -6.31  0.106
H: -2.98 -3.13 -4.92  0.125
H: -2.60 -3.03 -2.48  0.108
H: -4.06 -0.28 -2.39  0.125
H: -6.25 -0.12 -1.17  0.103
H: -6.37 -0.48 1.29  0.107
H: -4.23 -0.94 2.50  0.103
H: -1.98 2.17 0.09  0.057
H: -3.46 3.53 2.38  0.079
H: -4.14 2.12 1.61  0.044
H: -3.74 3.60 0.59  0.114
H: -0.89 3.81 2.48  0.086
H: -0.96 4.17 0.77  0.084
H: 0.10 2.90 1.34  0.025
H: -2.32 -0.69 3.63  0.092
H: -2.89 2.24 4.28  0.084
H: -3.38 0.96 5.27  0.097
H: -4.05 1.10 3.60  0.046
H: 0.68 1.85 4.69  0.124
H: 0.72 -0.12 3.24  0.034
H: -1.03 0.16 5.49  0.161
N: 1.04 -3.54 2.94  0.162
C: -0.32 -3.60 2.89  -0.334
C: -1.09 -3.88 4.01  -0.012
C: -2.45 -4.05 3.83  -0.026
C: -2.98 -4.10 2.50  -0.049
C: -2.13 -4.02 1.41  -0.118
N: -0.89 -3.46 1.62  -0.087
H: 1.52 -3.73 3.83  0.137
H: 1.58 -3.47 2.05  0.118
H: -0.62 -3.86 5.02  0.142
H: -3.12 -4.12 4.69  0.127
H: -4.05 -4.18 2.33  0.114
H: -2.35 -4.33 0.39  0.115
O: 3.16 -1.73 -1.80  0.099
C: 2.43 -2.64 -2.05  -0.433
C: 2.78 -3.99 -2.69  -0.056
C: 1.54 -4.86 -2.48  -0.048
C: 0.62 -3.92 -1.75  -0.451
O: -0.44 -4.23 -1.07  -0.108
N: 1.07 -2.68 -1.65  0.014
H: 3.71 -4.37 -2.25  0.137
H: 3.05 -3.79 -3.76  0.145
H: 1.77 -5.74 -1.95  0.119
H: 1.10 -5.13 -3.43  0.137
O: 0.24 -0.42 4.06  -0.068
O: -0.27 1.80 4.44  0.004
C: 4.79 2.80 -0.25  -0.085
C: 4.97 2.67 1.25  -0.199
C: 4.21 1.49 1.91  -0.260
C: 4.58 1.52 3.43  -0.155
C: 4.63 0.21 4.22  -0.090
C: 4.67 0.17 1.22  -0.337
O: 5.80 0.00 0.84  0.138
N: 3.64 -0.83 1.07  0.203
C: 2.31 -0.59 1.29  -0.470
O: 1.44 -1.53 0.95  -0.251
N: 1.94 0.49 1.92  0.165
C: 2.64 1.67 1.74  -0.350
O: 2.11 2.74 1.40  0.081
H: 5.21 3.75 -0.62  0.088
H: 3.71 2.84 -0.45  0.059
H: 5.26 1.99 -0.83  0.080
H: 4.60 3.60 1.72  0.128
H: 6.02 2.59 1.52  0.115
H: 3.87 2.19 3.93  0.118
H: 5.57 1.98 3.54  0.122
H: 3.70 -0.37 4.23  0.063
H: 4.81 0.43 5.28  0.080
H: 5.37 -0.50 3.84  0.075
H: 3.86 -1.50 0.27  0.156

Record 2
Below is a molecular structure, C41H58AsN2PPdS2Si, with properties calculated with ωB97M-V/def2-TZVPD.

* orbital gap (spin up / spin down): 5.570 / 7.311 eV
* energy above the lowest of the compared OMol25 structures with the same formula, charge and spin: 22.0 kcal per mole
* spin multiplicity: 3
* F_max: 0.7 eV/Å

Each line ends with the Löwdin charge.
CARTESIAN COORDINATES (ANGSTROEM)
Pd: 0.29 1.12 -1.54  0.300
C: -4.43 1.00 3.62  -0.045
C: -4.10 -0.49 3.40  -0.562
C: -3.75 -1.11 4.75  -0.059
C: -5.33 -1.20 2.83  -0.043
C: -2.95 -0.60 2.41  -0.165
C: -3.05 -0.04 1.12  -0.019
C: -2.02 -0.08 0.24  -0.039
N: -0.78 -0.69 0.56  0.013
C: -0.71 -1.39 1.79  -0.161
C: -1.76 -1.28 2.68  -0.010
C: 1.56 -1.92 1.23  -0.155
C: 2.89 -2.42 1.48  0.028
C: 3.94 -2.21 0.64  -0.154
C: 3.70 -1.46 -0.56  -0.004
C: 2.48 -0.94 -0.79  -0.050
N: 1.42 -1.13 0.08  0.017
C: 5.33 -2.76 0.91  -0.555
C: 5.49 -3.24 2.35  -0.057
C: 5.55 -3.95 -0.04  -0.036
C: 6.39 -1.68 0.63  -0.046
H: -5.24 1.10 4.35  0.085
H: -4.77 1.47 2.69  0.066
H: -3.56 1.54 3.98  0.093
H: -4.60 -1.00 5.43  0.087
H: -2.88 -0.64 5.21  0.090
H: -3.55 -2.18 4.65  0.083
H: -6.17 -1.12 3.52  0.085
H: -5.12 -2.26 2.67  0.089
H: -5.64 -0.78 1.87  0.078
H: -3.95 0.46 0.79  0.114
H: -2.05 0.36 -0.74  0.076
H: -1.61 -1.75 3.64  0.074
H: 3.04 -2.93 2.41  0.070
H: 4.48 -1.28 -1.28  0.111
H: 2.24 -0.34 -1.64  0.089
H: 4.85 -4.10 2.57  0.074
H: 5.25 -2.45 3.07  0.096
H: 6.52 -3.55 2.52  0.087
H: 4.83 -4.74 0.16  0.089
H: 6.55 -4.35 0.10  0.089
H: 5.44 -3.65 -1.08  0.084
H: 6.17 -0.76 1.18  0.097
H: 6.46 -1.44 -0.43  0.075
H: 7.36 -2.04 0.95  0.085
C: 1.77 -4.76 3.29  -0.184
Si: 0.41 -3.45 3.41  0.574
C: -1.20 -4.42 3.23  -0.166
C: 0.50 -2.62 5.11  -0.168
C: 0.49 -2.16 2.04  -0.121
C: 0.22 -0.51 -0.28  -0.189
H: 1.38 -5.67 3.75  0.036
H: 2.68 -4.50 3.83  0.023
H: 2.03 -5.00 2.26  0.038
H: -1.53 -4.77 4.21  0.034
H: -1.01 -5.31 2.62  0.032
H: -2.02 -3.88 2.76  0.021
H: -0.21 -3.05 5.82  0.028
H: 0.30 -1.55 5.05  0.028
H: 1.50 -2.73 5.55  0.025
S: 1.24 2.62 0.42  0.250
P: 0.60 3.88 -1.00  0.063
S: 0.97 3.10 -2.83  0.229
C: 1.27 5.55 -0.83  -0.385
C: 0.82 6.35 0.22  -0.085
C: 1.35 7.63 0.38  -0.080
C: 2.32 8.10 -0.50  -0.085
C: 2.76 7.29 -1.54  -0.080
C: 2.24 6.02 -1.70  -0.099
C: -1.20 4.10 -0.87  -0.403
C: -1.94 3.51 0.15  -0.120
C: -3.32 3.66 0.18  -0.083
C: -3.97 4.40 -0.80  -0.085
C: -3.23 4.99 -1.81  -0.083
C: -1.86 4.85 -1.85  -0.100
H: 0.07 5.99 0.90  0.111
H: 1.00 8.25 1.19  0.103
H: 2.72 9.09 -0.37  0.102
H: 3.51 7.66 -2.22  0.103
H: 2.58 5.39 -2.52  0.073
H: -1.43 2.92 0.90  0.062
H: -3.89 3.19 0.98  0.090
H: -5.05 4.51 -0.77  0.102
H: -3.73 5.57 -2.58  0.103
H: -1.29 5.30 -2.65  0.104
C: -1.78 -3.04 -5.90  -0.195
C: -2.05 -1.59 -5.52  -0.470
As: -1.21 -1.08 -3.80  1.176
C: -2.11 0.66 -3.57  -0.490
C: -2.19 1.59 -4.78  -0.170
C: 0.54 -0.49 -4.50  -0.475
C: 1.48 -1.65 -4.80  -0.188
H: -2.34 -3.33 -6.80  0.064
H: -2.08 -3.71 -5.10  0.059
H: -0.73 -3.22 -6.10  0.045
H: -3.12 -1.43 -5.39  0.060
H: -1.72 -0.90 -6.31  0.059
H: -1.62 1.22 -2.76  -0.014
H: -3.10 0.41 -3.19  0.057
H: -1.20 1.91 -5.09  0.052
H: -2.75 2.49 -4.53  0.065
H: -2.68 1.12 -5.63  0.055
H: 1.01 0.16 -3.74  -0.007
H: 0.38 0.13 -5.38  0.063
H: 1.51 -2.36 -3.97  0.058
H: 2.50 -1.30 -4.96  0.067
H: 1.19 -2.20 -5.69  0.049

no.,total energy (hartree)
1,-3181.41413
2,-5497.53700